(1)
{"formula": "C22H24BF4O2", "method": "ωB97M-V/def2-TZVPD", "molar_mass_g_mol": 407.2, "relative_energy_kj_mol": 2.2, "orbital_gap_ev": 6.13, "energy_ev": -38837.55276, "e_lumo_ha": -0.2261, "charge": 1, "symbols": ["C", "C", "C", "C", "C", "C", "O", "B", "C", "C", "C", "O", "H", "H", "H", "H", "H", "H", "H", "H", "H", "H", "H", "H", "H", "H", "H", "H", "H", "F", "C", "C", "C", "F", "C", "C", "C", "C", "C", "C", "F", "C", "C", "F", "C", "C", "H", "H", "H", "H", "H", "H", "H"], "positions_angstrom": [[-4.095936, 2.492749, -2.110442], [-3.245864, 1.522401, -1.284437], [-3.742288, 1.515313, 0.144045], [-3.070998, 0.103527, -1.993351], [-2.770534, -1.026394, -1.007349], [-4.216868, -0.327483, -2.887335], [-1.878441, 0.307146, -2.799212], [-1.167439, 1.269891, -2.105305], [0.418303, 1.425008, -2.142124], [1.114293, 1.267517, -0.923599], [2.239642, 0.251096, -0.688370], [-1.898417, 2.046863, -1.245009], [-5.156962, 2.222278, -2.035339], [-3.976898, 3.509573, -1.713865], [-3.802945, 2.495975, -3.170186], [-4.779253, 1.163797, 0.183988], [-3.121209, 0.878045, 0.783135], [-3.702474, 2.536554, 0.539984], [-3.652625, -1.253312, -0.398423], [-2.503643, -1.930937, -1.568208], [-1.930947, -0.784304, -0.340680], [-5.107795, -0.504155, -2.271579], [-4.465850, 0.418321, -3.648880], [-3.971201, -1.269831, -3.388934], [0.749370, 0.699443, -2.853727], [0.517535, 2.430857, -2.533252], [0.919534, 1.930424, -0.131483], [3.277736, 0.243357, -1.041774], [1.993085, -0.495313, -1.540377], [-1.759176, -1.214725, 2.367562], [-0.620969, -0.443043, 2.443761], [-0.484692, 0.431331, 3.528689], [0.696972, 1.158820, 3.620696], [0.884401, 2.029889, 4.674592], [1.734809, 1.007311, 2.708802], [1.568781, 0.123916, 1.673785], [2.636748, 0.104997, 0.635771], [3.615231, -1.117337, 0.939734], [5.001910, -1.065967, 0.681183], [5.786937, -2.222797, 0.681907], [7.124680, -2.145586, 0.302253], [5.301742, -3.467010, 1.118940], [3.968110, -3.466703, 1.567253], [3.481797, -4.679370, 2.059871], [3.162397, -2.308692, 1.555327], [0.406746, -0.618498, 1.504792], [-1.278018, 0.541668, 4.275205], [2.687045, 1.511202, 2.839745], [3.285080, 0.965082, 0.840617], [5.451098, -0.131200, 0.364322], [5.936516, -4.367491, 1.126056], [2.153746, -2.415488, 1.948532], [0.287203, -1.348724, 0.712667]], "forces_ev_per_a": [[0.056, 0.000, -0.103], [-0.931, 0.025, -0.381], [-0.052, -0.286, 0.217], [-0.604, 0.147, 0.536], [0.150, -0.038, -0.026], [-0.251, 0.166, -0.105], [1.427, 0.858, 0.724], [-2.012, -0.193, 0.545], [0.463, -1.129, -0.397], [3.149, -0.825, -0.887], [-2.999, 0.293, -6.226], [1.237, -0.796, -0.667], [0.260, 0.055, -0.097], [0.000, -0.277, -0.067], [-0.068, 0.018, 0.300], [0.179, 0.037, 0.065], [-0.155, 0.093, -0.083], [-0.065, -0.200, -0.111], [0.222, 0.078, -0.058], [-0.066, 0.216, 0.088], [-0.218, 0.017, -0.081], [0.140, 0.064, -0.135], [0.105, -0.179, 0.155], [0.033, 0.194, 0.114], [0.412, -0.336, -0.746], [-0.002, 0.758, 0.182], [-0.518, 0.767, 1.191], [-0.007, 1.723, -1.738], [-0.229, -0.427, 2.050], [1.299, 0.977, -0.083], [-0.048, -0.437, 0.419], [-0.347, 0.033, -0.143], [0.320, 0.462, 0.991], [-0.427, -1.151, -1.366], [-0.251, 0.236, 0.984], [-0.583, 0.206, -0.505], [2.606, -2.345, 6.109], [0.393, -0.972, 0.624], [-0.348, 0.166, -1.079], [0.788, -0.423, 0.431], [-2.063, 0.054, 0.537], [-0.361, 0.559, -0.091], [0.558, -0.495, 0.305], [0.448, 2.136, -0.689], [-0.289, -0.746, -0.741], [-1.111, 0.076, 0.522], [0.347, -0.061, -0.347], [-0.260, 0.197, 0.067], [-0.149, 0.064, 0.117], [0.130, -0.065, -0.121], [-0.477, 0.597, 0.022], [0.165, 0.044, -0.194], [0.007, 0.063, -0.031]]}

(2)
{"formula": "CH2N2S", "method": "ωB97M-V/def2-TZVPD", "multiplicity": 3, "molar_mass_g_mol": 74.1, "relative_energy_kj_mol": 121.1, "orbital_gap_ev": [6.71, 6.39], "energy_ev": -14879.06383, "e_lumo_ha": [0.0175, -0.1344], "symbols": ["C", "N", "N", "S", "H", "H"], "positions_angstrom": [[-1.058486, -0.068268, -0.023846], [-2.128882, 0.239719, 0.203966], [0.158883, -0.232860, -0.554454], [1.325163, 0.937295, -0.014070], [0.369665, -1.228551, -0.851724], [1.333658, 0.352667, 1.240127]], "forces_ev_per_a": [[1.735, -0.869, -1.190], [-2.306, 0.670, 1.128], [-2.213, -4.069, -1.003], [3.530, 2.512, 1.134], [-0.121, 1.491, 0.117], [-0.624, 0.265, -0.187]]}

(3)
{"formula": "C21H23F4O5P", "method": "ωB97M-V/def2-TZVPD", "molar_mass_g_mol": 462.4, "orbital_gap_ev": 6.52, "energy_ev": -52545.47721, "e_lumo_ha": -0.0876, "symbols": ["C", "C", "O", "P", "C", "C", "O", "O", "C", "C", "O", "O", "C", "C", "H", "H", "H", "H", "H", "H", "H", "H", "H", "H", "H", "H", "H", "H", "H", "H", "F", "C", "C", "C", "F", "C", "C", "C", "C", "C", "C", "F", "C", "C", "F", "C", "C", "H", "H", "H", "H", "H", "H", "H"], "positions_angstrom": [[2.081470, -3.764318, 3.850026], [1.975710, -3.282987, 2.427159], [1.468857, -1.921416, 2.306309], [0.244655, -1.553596, 1.307636], [0.701122, -0.285917, 0.154362], [1.863027, -0.601655, -0.621206], [2.598456, 0.169217, -1.232265], [2.050925, -1.989587, -0.673619], [1.748972, -2.521905, -1.982200], [0.270272, -2.581066, -2.239345], [-0.428061, -2.744099, 0.701900], [-0.664371, -0.762324, 2.364418], [-2.092030, -0.860139, 2.279387], [-2.706808, -0.237444, 3.503646], [2.559261, -4.743495, 3.832638], [2.686002, -3.108922, 4.478131], [1.095308, -3.898524, 4.309933], [2.951120, -3.274340, 1.930275], [1.289062, -3.938508, 1.867773], [0.734323, 0.722148, 0.561783], [2.241397, -1.859104, -2.713299], [2.213691, -3.510457, -1.999401], [0.074973, -3.366439, -2.985431], [-0.283439, -2.803355, -1.307888], [-0.082545, -1.634212, -2.660338], [-2.408395, -0.357733, 1.355304], [-2.365171, -1.918377, 2.200918], [-3.767500, -0.058668, 3.312246], [-2.622314, -0.922735, 4.346765], [-2.220364, 0.707325, 3.758663], [-1.508132, 3.844987, 2.403405], [-1.946678, 3.078015, 1.343448], [-3.299344, 2.760742, 1.269256], [-3.668863, 1.854537, 0.276138], [-4.981206, 1.424907, 0.245596], [-2.777960, 1.334954, -0.645553], [-1.411499, 1.702682, -0.570814], [-0.426869, 1.098047, -1.456767], [0.446284, 1.908108, -2.248982], [0.958039, 1.385354, -3.480060], [1.942800, 2.064528, -4.171570], [2.465067, 1.487866, -5.311723], [2.469146, 3.289156, -3.754324], [1.884894, 3.845376, -2.614052], [2.373230, 5.052935, -2.160058], [0.863503, 3.227574, -1.908191], [-1.010866, 2.612515, 0.432395], [-4.025249, 3.158739, 1.981777], [-3.119901, 0.696006, -1.468569], [-0.674075, 0.115585, -1.864533], [0.533509, 0.461496, -3.875529], [3.296691, 3.761850, -4.265663], [0.385825, 3.785647, -1.099056], [0.024045, 2.951025, 0.509148]], "forces_ev_per_a": [[-0.263, 0.186, 0.285], [-0.274, -0.017, -1.009], [-0.485, 0.362, -0.628], [-1.153, -1.861, 0.760], [0.615, 2.187, -0.068], [1.251, -0.080, -1.310], [-0.942, -0.941, 0.721], [0.027, 0.812, -0.228], [0.820, 0.282, -0.009], [-0.623, -0.405, -0.108], [0.404, 0.973, 0.817], [0.231, 0.010, -0.016], [-0.051, -0.180, -0.523], [-0.064, 0.005, 0.058], [0.061, -0.052, -0.027], [-0.051, 0.050, -0.062], [0.166, 0.163, -0.085], [-0.137, -0.095, 0.097], [0.353, 0.202, 0.083], [0.246, -0.314, 0.372], [0.063, -0.449, 0.103], [-0.075, 0.167, -0.025], [-0.069, 0.263, 0.170], [0.293, 0.038, -0.593], [-0.081, -0.098, 0.026], [-0.071, -0.061, 0.215], [-0.003, 0.191, -0.079], [0.030, 0.029, 0.090], [0.037, 0.125, 0.094], [-0.078, -0.062, -0.066], [-0.530, -0.620, -1.269], [0.146, 0.318, 0.591], [0.044, -0.295, 0.076], [-0.791, -0.027, 0.150], [1.359, 0.590, -0.089], [0.594, -0.046, -0.458], [-0.930, 0.500, 1.245], [-0.625, -1.456, 0.112], [1.612, 0.803, -1.284], [-0.330, -0.183, 0.863], [0.505, -0.090, -0.671], [-0.621, 0.655, 1.164], [-0.474, -0.517, 0.422], [0.241, 0.363, 0.085], [-0.670, -1.207, -0.541], [-0.064, -0.050, 0.280], [-0.105, -0.086, -0.022], [0.301, -0.224, -0.229], [0.059, 0.084, 0.596], [-0.294, 0.609, -0.160], [0.445, 0.110, 0.141], [-0.111, 0.010, -0.025], [0.476, -0.268, -0.375], [-0.413, -0.402, 0.344]]}

(4)
{"formula": "C5H7O4Pm", "method": "ωB97M-V/def2-TZVPD", "multiplicity": 6, "molar_mass_g_mol": 276.1, "orbital_gap_ev": [6.40, 7.08], "energy_ev": -30005.55999, "e_lumo_ha": [-0.5641, -0.5375], "charge": 3, "symbols": ["O", "Pm", "C", "C", "H", "H", "H", "H", "C", "C", "O", "C", "O", "O", "H", "H", "H"], "positions_angstrom": [[-2.032496, 0.689683, 0.264412], [-0.321554, 0.242596, -1.363516], [-3.096125, 0.162804, 0.738388], [-2.902929, -0.671226, 1.950539], [-2.251359, -0.050028, 2.585909], [-3.986784, 0.807273, 0.675681], [-3.183372, -1.543089, 1.159642], [-3.830901, -0.680745, 2.542028], [-0.190583, -1.440837, 1.957921], [0.440321, -0.428220, 1.324941], [1.339365, 0.487827, 1.736514], [1.823131, 1.299339, 0.788887], [1.404108, 1.298459, -0.364611], [2.839536, 1.951039, 1.224523], [-0.466293, -2.349116, 1.418628], [-0.270259, -1.347218, 3.046509], [3.260730, 2.477000, 0.526106]], "forces_ev_per_a": [[-0.115, -1.560, -2.689], [-0.318, 0.613, 2.537], [1.575, 4.342, 3.665], [-3.838, 0.521, -2.690], [1.262, -1.758, -0.308], [-0.709, -1.001, -1.356], [1.886, -0.499, 2.389], [-0.122, -0.112, -0.413], [1.790, 0.777, 0.587], [-0.111, -0.257, -1.931], [-0.614, -1.029, 0.355], [2.267, 0.433, 1.812], [-1.468, -0.133, -1.924], [-1.236, -0.625, -0.147], [-0.027, 0.165, 0.331], [-0.545, -0.322, -0.061], [0.324, 0.447, -0.157]]}

(5)
{"formula": "C14H21IrN2O4S4", "method": "ωB97M-V/def2-TZVPD", "multiplicity": 2, "molar_mass_g_mol": 601.8, "relative_energy_kj_mol": 29.8, "orbital_gap_ev": [9.21, 6.45], "energy_ev": -72183.63472, "e_lumo_ha": [-0.3592, -0.4589], "charge": 3, "symbols": ["Ir", "C", "C", "S", "C", "C", "S", "C", "C", "S", "C", "C", "S", "H", "H", "H", "H", "H", "H", "H", "H", "H", "H", "H", "H", "H", "H", "H", "H", "C", "C", "N", "C", "C", "N", "C", "O", "O", "C", "O", "O", "H", "H", "H", "H", "H"], "positions_angstrom": [[-0.017718, 0.188678, 0.373304], [-1.990929, -1.113752, 2.704274], [-2.659811, 0.222410, 2.405799], [-1.308272, 1.317511, 1.913136], [-1.928801, 2.813953, 1.112557], [-0.703742, 3.442167, 0.457910], [0.272820, 2.339648, -0.633164], [-0.783569, 2.220228, -2.123107], [-2.000990, 1.313745, -2.000066], [-1.383561, -0.282264, -1.408469], [-2.770055, -1.225857, -0.728283], [-2.155003, -2.328587, 0.123755], [-0.928904, -1.784794, 1.371283], [-2.727098, -1.884926, 2.934683], [-1.323644, -1.033123, 3.564566], [-3.091497, 0.629410, 3.321903], [-3.436901, 0.168792, 1.649192], [-2.303163, 3.474132, 1.897010], [-2.739661, 2.597836, 0.423387], [0.011660, 3.775916, 1.211745], [-0.974199, 4.312375, -0.141523], [-0.111946, 1.870158, -2.908917], [-1.075983, 3.238153, -2.384480], [-2.448634, 1.153898, -2.982191], [-2.764400, 1.697493, -1.329461], [-3.319046, -1.663207, -1.563689], [-3.438082, -0.568887, -0.178850], [-1.616258, -3.046508, -0.496809], [-2.923671, -2.885338, 0.661444], [1.526884, -1.779484, -2.805344], [2.211134, -1.383815, -1.549410], [1.742172, -0.738497, -0.482213], [2.800148, -0.625048, 0.410882], [3.907849, -1.217649, -0.124939], [3.513182, -1.676916, -1.344263], [5.285457, -1.380824, 0.409788], [5.585314, -0.954091, 1.518124], [6.137860, -1.994158, -0.358368], [2.553332, 0.059901, 1.679868], [3.442190, 0.224626, 2.580053], [1.396628, 0.495837, 1.881360], [0.509074, -1.413467, -2.840068], [1.511193, -2.867462, -2.894081], [2.071462, -1.386742, -3.665451], [4.114908, -2.167788, -1.997821], [4.332272, -0.153683, 2.334945]], "forces_ev_per_a": [[-0.103, 0.024, -0.014], [-0.004, 0.018, -0.005], [0.002, -0.004, 0.005], [0.013, -0.020, -0.021], [0.007, 0.008, -0.003], [-0.017, -0.017, 0.007], [0.046, -0.051, 0.023], [-0.016, -0.014, 0.001], [0.006, 0.005, -0.003], [0.014, 0.006, 0.023], [0.000, -0.008, 0.002], [-0.003, 0.020, -0.009], [0.061, 0.022, -0.017], [0.002, -0.004, -0.003], [0.000, 0.001, -0.001], [0.000, 0.000, 0.001], [-0.001, 0.001, -0.002], [-0.001, -0.001, 0.002], [0.000, 0.002, -0.003], [0.002, -0.002, 0.000], [0.002, -0.001, -0.002], [0.000, -0.001, 0.001], [0.004, 0.003, 0.004], [0.001, 0.000, -0.001], [-0.001, -0.002, 0.003], [0.000, 0.001, -0.002], [-0.002, 0.001, 0.002], [0.003, 0.001, 0.001], [0.002, -0.001, 0.003], [-0.003, -0.006, 0.002], [-0.001, -0.010, 0.015], [-0.014, 0.052, 0.005], [-0.021, -0.026, 0.002], [-0.031, 0.078, 0.059], [0.004, 0.002, 0.030], [0.003, -0.126, -0.274], [0.025, 0.107, 0.187], [0.010, -0.017, -0.008], [-0.060, -0.076, -0.046], [0.102, 0.012, 0.007], [0.013, 0.021, -0.015], [0.003, 0.003, -0.002], [-0.002, 0.001, 0.000], [0.001, -0.001, 0.001], [0.024, -0.002, 0.011], [-0.068, 0.002, 0.036]]}

(6)
{"formula": "C6H9N3S", "method": "ωB97M-V/def2-TZVPD", "molar_mass_g_mol": 155.2, "smiles": "C[C@H](C(N)=S)n1ccnc1", "relative_energy_kj_mol": 91.1, "orbital_gap_ev": 9.07, "energy_ev": -21671.95405, "e_lumo_ha": 0.0190, "symbols": ["C", "C", "C", "C", "C", "C", "N", "N", "N", "S", "H", "H", "H", "H", "H", "H", "H", "H", "H"], "positions_angstrom": [[-0.950350, -2.396524, -0.588193], [0.031338, -1.560307, -0.093314], [-1.551355, -0.414501, -1.043679], [0.312339, 1.031947, 1.424233], [1.810615, 0.923405, -0.835390], [0.438476, 0.844173, -0.243714], [-1.896505, -1.631132, -1.157510], [-0.314422, -0.357339, -0.514270], [-0.933693, 0.843651, 1.917412], [1.609206, 1.439267, 2.234205], [-1.058054, -3.380837, -0.461733], [0.966810, -2.004098, 0.200997], [-1.903676, 0.480742, -1.358541], [1.623212, 1.053620, -1.955638], [2.275661, 1.979889, -0.745196], [2.619338, 0.134207, -0.569421], [-0.265659, 1.654407, -0.686503], [-1.709104, 0.283633, 1.552516], [-1.104178, 1.075796, 2.923736]], "forces_ev_per_a": [[0.581, 3.841, 0.580], [0.320, -3.802, -0.986], [2.547, -0.713, 0.301], [-1.084, -0.657, -3.356], [1.761, 1.655, -1.859], [-2.604, 1.468, 2.386], [-3.065, -1.891, -0.789], [1.696, 2.011, 0.824], [-0.858, 0.283, 1.759], [1.398, 0.658, 1.319], [-0.283, -3.599, 0.235], [0.411, 1.029, 0.501], [-1.878, 2.209, -1.216], [0.391, -1.218, 1.098], [-0.718, -1.741, 0.857], [-1.772, 1.300, -0.455], [1.525, -0.855, 0.785], [0.932, 0.372, -0.587], [0.700, -0.351, -1.399]]}